Below is 2 unconnected molecules or ions with the total composition C3H12N2O in a non-equilibrium geometry, with properties calculated with ωB97M-V/def2-TZVPD.

## Properties
**SMILES string**: C[C@H](N)CN.O
**E_LUMO**: 0.95 eV
**Molar mass**: 92.14 g/mol
**Kohn-Sham gap**: 9.96 eV
**Energy relative to the best compared isomer or geometry (same formula, charge and spin)**: 8.0 kcal per mole

The geometry in ORCA input format:
```
! RIJCOSX wB97M-V def2-TZVPD def2/J DEFGRID3
* xyz 0 1
C -0.1071 -1.6051 -0.5785
C -0.0515 -0.2844 0.1725
N 0.6769 -0.4389 1.4361
C -1.4600 0.3484 0.3026
N -1.4363 1.7720 -0.0028
H -0.4019 -1.4025 -1.6171
H 0.8642 -2.0823 -0.5808
H -0.8431 -2.2869 -0.1481
H 0.4490 0.4808 -0.4352
H 1.1844 0.4080 1.6734
H 0.0383 -0.5744 2.2123
H -1.9010 0.0402 1.2561
H -2.0666 -0.1099 -0.4806
H -2.3502 2.0524 -0.3412
H -1.2970 2.3541 0.8171
O 3.1036 0.2089 -1.0246
H 2.4054 -0.0433 -1.6354
H 3.1930 1.1628 -1.0257
*
```

Atomic partial charges in e from the Löwdin method, atoms 1 to 2: -0.08, -0.47